[1]
20
Properties=species:S:1:pos:R:3:nbo_charge:R:1 method="wB97M-V/def2-TZVPD" gap_ev=10.553 de_lowest_ev=2.1329 energy_ha=-779.735516 lumo_energy_ev=-3.20 homo_ev=-13.754 total_charge=+1 smiles="C[NH+](C)[C@@H]1NC(=O)CS1" fmax_ev_per_a=6.070
H 2.98290 -1.01864 0.48292 0.249
H 1.59706 1.40247 -1.00208 0.224
N -1.26349 0.89978 -0.38316 -0.677
H 2.61526 -1.05496 -1.23382 0.270
H -2.93768 -0.78464 1.60158 0.277
H 2.59575 1.55396 0.50663 0.256
C -2.54835 0.60163 0.06929 0.677
O -3.45504 1.35375 0.05848 -0.508
H -0.01035 -0.39296 -1.64742 0.275
C 2.13353 -1.00541 -0.15035 -0.456
C -0.10746 -0.31230 -0.51124 -0.045
H -3.21038 -1.56017 0.07594 0.271
N 1.09963 -0.01469 0.26188 -0.411
H -0.97766 1.88376 -0.78102 0.435
H 0.87439 1.98241 0.59095 0.243
C -2.54267 -0.84914 0.57664 -0.634
H 1.56508 -1.96722 -0.08625 0.235
S -0.95618 -1.70080 0.25869 0.250
C 1.63994 1.35173 0.04372 -0.408
H 0.90574 -0.36856 1.26864 0.477


[2]
76
Properties=species:S:1:pos:R:3:lowdin_charge:R:1 method="wB97M-V/def2-TZVPD" gap_ev="6.189 / 6.746" de_lowest_ev=0.6886 energy_ha=-5461.031729 lumo_energy_ev="-4.29 / -4.04" s_squared=0.760 spin_multiplicity=2 homo_ev="-10.476 / -10.790" total_charge=+1 fmax_ev_per_a=0.836
C -0.63961 -1.09985 -1.91543 -0.267
H -2.37351 4.14510 3.84167 0.080
H -3.18781 4.35182 0.95210 0.126
C 7.03194 -0.53577 0.45083 -0.058
Re 1.51938 0.41962 -0.08718 1.221
H -6.02098 -2.65963 -0.65217 0.078
H -1.15352 0.65879 -3.00752 0.103
Cl -2.28801 0.74960 3.90813 0.724
C 0.66390 4.04355 0.77753 -0.080
C -0.90522 -0.25661 3.76142 -0.691
Cl -0.53634 0.88303 1.30758 0.846
C 5.90385 -0.64430 -0.33786 -0.118
H 1.64611 5.19399 -2.09157 0.079
H -6.78434 -4.24763 -0.80942 0.085
H -1.29793 5.53522 3.94564 0.086
C -1.34190 4.57621 2.02285 -0.247
C 4.68551 0.80517 1.16309 -0.140
C -1.99838 5.01366 3.29720 -0.027
S 3.40761 -0.21194 -1.15073 0.767
H 7.87812 0.32764 2.22935 0.112
C 0.90233 -2.42369 -1.11896 -0.022
C 0.57773 -1.97316 4.59015 -0.684
C -5.91874 -3.65030 -1.08972 -0.108
H 7.93504 -1.05907 0.16804 0.113
C -2.11099 4.25716 0.90534 -0.028
S 0.52592 3.13049 -1.84939 1.043
H 0.65475 4.70668 2.80107 0.130
C 3.52719 1.60984 1.66589 -0.515
H -2.19541 -1.64235 -3.88419 0.120
C 5.83733 0.89824 1.94901 -0.006
C 1.34640 -1.89049 3.43510 -0.603
N 0.27171 -4.53386 -2.29611 -0.324
C 1.00574 -0.97610 2.43000 -0.411
H 2.67326 3.96405 -1.27328 0.066
C -1.49608 0.09012 -2.14203 0.019
H -6.74112 -3.13733 -3.04628 0.113
C -0.12490 3.72696 -0.32663 -0.448
H -1.39589 -3.14598 -4.30438 0.138
H -5.66947 -4.53228 -3.07414 0.109
C 1.96875 4.15520 -2.07977 -0.195
O -4.68972 -2.33506 -4.61374 -0.292
C 7.00107 0.24025 1.60412 -0.052
H 1.74904 -2.73655 -0.53409 0.125
C -3.03230 -3.41053 -2.91666 -0.204
H 2.40546 3.88024 -3.03619 0.069
Cl 1.01203 -3.08442 5.81583 0.733
H -2.53655 -0.19495 -2.29152 0.067
O 1.20028 -5.11286 -1.78550 0.133
C 0.04714 4.46570 1.93912 -0.006
Cl -1.49057 -1.26259 6.18767 0.721
H 5.92307 -1.25167 -1.23258 0.100
H -5.03577 -4.12854 -0.66629 0.075
O -4.47278 -1.32204 -2.35458 -0.321
C -1.86410 -2.60145 -3.49027 -0.114
H -3.11477 -4.37711 -3.40593 0.109
C -0.12110 -0.18763 2.62174 -0.516
H -2.84536 5.66867 3.09822 0.090
O 2.47757 1.81869 0.83491 -0.289
C -1.51295 3.83150 -0.26667 -0.097
O -0.60203 -5.03746 -2.97909 0.097
H -2.93105 -3.55850 -1.84246 0.112
N 0.40537 -1.14416 -1.08620 -0.068
C -0.54870 -1.15506 4.76175 -0.699
Cl 2.72437 -2.87949 3.19560 0.768
O 3.51371 2.12033 2.75473 0.122
H 5.78700 1.50310 2.84299 0.124
O 1.18777 1.74646 -1.63313 -0.711
O 1.74771 -0.89450 1.32797 -0.304
C 0.14346 -3.13698 -1.98356 -0.110
N -0.83417 -2.30146 -2.49063 0.067
H 1.73736 3.93514 0.75180 0.101
C -5.84015 -3.56437 -2.60241 -0.292
C 4.72296 0.01738 0.00231 -0.523
H -2.11509 3.59762 -1.13549 0.114
S -4.54597 -2.49873 -3.19337 0.645
H -1.43464 0.72920 -1.26360 0.041


[3]
15
Properties=species:S:1:pos:R:3:nbo_charge:R:1 method="wB97M-V/def2-TZVPD" gap_ev=10.453 de_lowest_ev=4.5742 energy_ha=-759.908449 lumo_energy_ev=0.72 homo_ev=-9.733 fmax_ev_per_a=4.294
O 2.85628 0.25517 1.38990 -0.951
C -2.03849 0.37113 -0.81202 -0.001
H -0.37785 -0.03663 1.51261 0.201
C -1.65142 -0.84606 -0.10362 -0.505
H -2.33145 -1.22044 0.71452 0.250
O 2.62859 1.29774 -0.81566 -0.949
H -2.58199 2.38604 -1.80008 0.243
N 0.77611 -0.30621 -0.15291 -0.854
H -0.16993 -1.68610 1.12848 0.189
H 3.88260 0.32384 1.10148 0.512
C -0.29552 -0.73624 0.67039 -0.195
H 1.07911 -0.83232 -0.94239 0.405
H -1.20147 -1.42226 -0.85618 0.234
C -2.32940 1.44935 -1.35752 -0.251
S 1.75484 1.00301 0.32298 1.672


[4]
119
Properties=species:S:1:pos:R:3:lowdin_charge:R:1 method="wB97M-V/def2-TZVPD" gap_ev=3.343 energy_ha=-2437.334167 lumo_energy_ev=1.65 homo_ev=-1.689 total_charge=-1 fmax_ev_per_a=3.806
H 6.24550 0.37218 1.83215 0.100
H 7.08857 -0.47142 0.29709 0.102
H -1.76765 -1.16944 -3.54956 0.066
H 8.23300 -4.01967 2.95980 0.089
O -0.86816 7.39587 0.95846 -0.127
H -0.41843 -0.40968 -4.44965 0.080
O -3.19270 1.42809 1.85475 -0.140
H 3.59016 4.17726 -1.00033 0.083
C 4.78452 -5.98609 7.15151 -0.159
C 3.08516 5.09586 -1.30889 -0.165
H 1.92544 5.14207 0.24420 0.070
H 5.76829 -6.38078 7.41617 0.069
H -5.16795 4.41002 -5.27105 0.049
H 3.80359 5.75666 -1.79962 0.076
H 9.58170 -5.75837 0.07726 0.071
H 0.13300 -1.03272 -0.21876 0.056
H -11.58427 1.39189 2.51166 0.088
H 4.45167 -5.29281 7.92780 0.076
O 5.01632 -0.93398 0.52968 -0.135
H -4.69589 -3.91207 -4.46495 0.072
O 4.88003 -5.30225 5.91561 -0.141
H -2.65992 3.34937 -3.67406 0.079
O -1.42658 0.81819 -3.14256 -0.146
H -3.74965 4.17557 -2.53001 0.084
C -12.05817 2.48654 0.98316 -0.159
H -6.85373 1.43092 -11.12199 0.073
H -5.66797 3.14560 -7.11557 0.059
C 6.48390 -9.43429 6.20821 -0.163
H -4.17213 0.91728 0.11916 0.074
H 7.04249 -9.26100 8.05675 0.083
O 8.42778 -4.05599 0.02361 -0.134
H -11.63718 3.33248 0.43473 0.082
H 4.88289 -3.33108 1.52959 0.097
C -1.56514 -1.23437 0.69490 -0.156
O -5.87429 1.94173 -9.38640 -0.140
H -3.64514 2.61586 0.24589 0.078
H 0.03376 8.71955 2.23843 0.079
O -6.98749 3.05028 1.90101 -0.140
C 0.10490 2.17720 0.14333 -0.145
H -4.42983 2.00815 -4.23939 0.086
H 6.32617 -8.29054 -0.75385 0.088
H 6.78642 -3.50745 4.66158 0.088
H -3.33841 2.45944 -2.27569 0.059
H 3.99279 -4.96351 5.70699 0.098
H 0.60990 1.25861 0.45189 0.065
H 7.88256 -5.98435 -0.44201 0.050
C 8.75646 -5.33069 -0.49730 -0.166
H 6.54247 -10.52543 6.21223 0.072
C -3.53280 3.22766 -3.02808 -0.156
H -5.04113 2.05049 1.20011 0.052
C -4.05301 -3.06859 -4.20176 -0.170
O -0.80409 -0.94771 -0.46391 -0.145
H 0.44501 7.00342 2.49275 0.065
H -2.62703 -1.14746 0.45309 0.065
H -6.27383 1.18890 -8.91833 0.085
C 5.85228 -7.19589 -2.28234 -0.153
H 1.27877 6.44687 5.16516 0.076
H -6.96901 4.00017 1.69406 0.089
O -4.65158 2.85190 -3.80998 -0.136
H 5.74627 -8.04852 -2.95750 0.072
H 4.87727 -6.91531 -1.87655 0.081
H -8.20924 3.38861 3.52130 0.078
H 6.27326 -6.34995 -2.83077 0.084
H 3.10027 0.57927 1.98214 -0.011
C -5.72654 4.23674 -7.11959 -0.175
H -3.59223 0.67526 2.32281 0.089
H 0.82333 2.83801 -0.34740 0.067
H -4.80201 4.66050 -7.51923 0.078
C -8.19248 2.80009 2.60074 -0.162
H 6.74796 -5.23960 4.20775 0.070
H 2.13665 7.80586 4.37462 0.067
H 6.64222 -1.53846 1.79913 0.080
O -5.92949 4.70470 -5.79896 -0.140
H -12.16417 1.63391 0.30800 0.077
H 5.47297 -4.13442 3.63165 0.063
O -0.42107 2.83351 1.28212 -0.139
H 9.06072 -5.22042 -1.54081 0.079
O 3.13267 6.00580 4.38982 -0.124
H -4.66950 -1.96373 -5.67090 0.081
H 7.40843 -9.01052 5.80857 0.077
H -6.32674 3.12949 -10.99526 0.081
C 6.53486 -4.22133 3.87346 -0.156
C 2.73114 -0.52748 1.88803 -0.178
H 8.16191 -4.18557 0.94989 0.029
H -1.31358 -0.52050 1.48302 0.073
H -9.04362 3.06681 1.96951 0.055
C 2.24970 6.92316 5.00874 -0.180
H -1.35204 -2.25265 1.02919 0.078
H -0.70598 1.94432 -0.55113 0.063
H -1.05481 2.22342 1.69641 0.051
H 2.27428 4.86297 -2.00335 0.074
H -0.64641 6.55213 0.52906 0.078
H 4.07592 -6.81263 7.05788 0.076
H 2.66631 7.22149 5.97365 0.076
H -2.10695 -0.03189 -4.87991 0.069
C -1.42733 -0.26313 -4.05633 -0.153
O 2.55918 5.75216 -0.17009 -0.142
H 1.12349 7.89335 1.09438 0.072
H -3.10138 -3.44437 -3.81860 0.081
C -4.06613 1.76991 0.79431 -0.143
O 4.22024 -2.85344 2.12990 -0.012
H -13.03317 2.76712 1.38896 0.074
C -6.74772 2.28355 -10.44683 -0.166
H -7.72273 2.56413 -10.04104 0.075
O 6.28095 -8.96633 7.52884 -0.142
H 2.73685 5.75930 3.53658 0.077
H 5.64271 -9.11912 5.58636 0.082
O -3.80759 -2.28304 -5.35368 -0.140
O 6.72571 -7.53771 -1.22191 -0.153
O -11.18474 2.14472 2.04359 -0.144
H -8.24496 1.73751 2.84933 0.082
O 7.29591 -3.93466 2.71465 -0.150
C 0.25061 7.77164 1.74036 -0.172
F 1.89271 -0.61440 0.65542 -0.308
H -4.53433 -2.45457 -3.43667 0.078
B 4.04734 -1.49770 1.52875 -0.478
H -0.81524 0.58439 -2.42348 0.058
H -6.56773 4.55190 -7.74144 0.075
C 6.29578 -0.60269 1.17585 -0.127


[5]
43
Properties=species:S:1:pos:R:3:nbo_charge:R:1 method="wB97M-V/def2-TZVPD" gap_ev=5.362 de_lowest_ev=5.7652 energy_ha=-1123.987790 lumo_energy_ev=2.56 homo_ev=-2.801 total_charge=-1 smiles="CO/C([O-])=N/N=C(/C)[C@@H](Oc1ccc(OC)cc1)C(=O)N(C)C" fmax_ev_per_a=4.719
C -0.21765 0.47298 2.75869 0.087
O 4.19996 0.38312 3.37159 -0.524
O 2.93881 7.48092 2.00478 -0.517
H -3.17143 3.83598 6.29654 0.183
C 2.73438 5.30909 2.92204 -0.260
C -1.66317 2.39423 3.80526 0.675
C -2.97156 3.86407 5.21506 -0.416
H -2.87169 4.91795 4.95856 0.182
C 0.90367 3.83137 2.31015 0.366
C 2.46452 8.63304 1.24806 -0.252
C 1.09413 6.02757 1.24764 -0.305
H -1.26988 -0.62922 1.21107 0.206
H 6.26165 0.30501 3.53907 0.169
H 1.42109 8.87097 1.48952 0.177
O -2.70302 2.04242 3.21087 -0.653
H 2.52917 8.45376 0.16828 0.175
C 3.15622 -0.38359 2.94111 0.834
H -2.24180 0.25016 2.44668 0.234
H -0.50225 4.73881 0.85498 0.222
H 0.77313 6.81368 0.55154 0.205
H 3.66190 5.49979 3.45136 0.216
H -0.98570 3.99511 6.70278 0.195
C 2.24880 6.29863 2.02351 0.276
C 0.38697 4.82958 1.45285 -0.265
C -0.60160 3.58446 5.76021 -0.414
O 0.31772 2.57001 2.37175 -0.535
N -1.71211 3.25678 4.85263 -0.436
N 2.00872 0.47580 3.00145 -0.579
H -3.77050 3.42950 4.61434 0.248
H -1.43940 -1.25140 2.90777 0.188
H 2.42535 3.36673 3.76883 0.249
H 3.09748 9.49134 1.50354 0.193
H -0.00098 4.36682 5.29478 0.206
N 0.94069 -0.02804 2.49195 -0.212
H 0.07196 2.74631 5.98497 0.220
C -0.25377 1.84891 3.43936 -0.048
H 0.37949 1.72140 4.35040 0.204
O 3.19841 -1.55349 2.61497 -0.695
C 2.04824 4.09304 3.06595 -0.248
H 5.61563 -0.82376 2.29073 0.186
C 5.44706 -0.37947 3.29272 -0.266
H 5.45547 -1.23637 3.99583 0.177
C -1.34900 -0.34371 2.28174 -0.648


[6]
21
Properties=species:S:1:pos:R:3:nbo_charge:R:1 method="wB97M-V/def2-TZVPD" gap_ev=8.475 de_lowest_ev=4.6487 energy_ha=-440.544361 lumo_energy_ev=-1.36 homo_ev=-9.838 fmax_ev_per_a=4.530
H 1.57079 2.03069 0.55181 0.236
C -1.76283 0.89238 -1.04794 -0.428
H -2.71491 0.52200 -0.67365 0.217
H 0.68027 -2.98514 -0.35071 0.477
H -1.44992 0.25046 -1.86426 0.242
H -0.40771 -0.99337 1.28801 0.475
H 0.50399 2.33204 -1.23508 0.135
H -0.08204 1.73055 1.72182 0.208
O -0.90550 -1.61473 1.83528 -0.950
H 1.72687 -1.89193 -0.31324 0.478
N -0.76337 0.75089 0.01188 -0.465
H -1.80318 1.99810 1.30951 0.223
C 1.66308 1.28530 -0.22088 -0.411
H 2.59025 1.18686 -0.76437 0.245
C -0.79103 1.90543 0.92138 -0.428
H -0.62661 2.81534 0.32127 0.177
H -1.84280 1.93444 -1.38970 0.176
C 0.53506 0.49393 -0.58030 0.545
O 1.51208 -2.74814 0.07126 -0.960
O 0.54062 -0.49100 -1.30939 -0.663
H -0.22729 -2.23351 2.13268 0.472